Entry 1:
Below is C4H10O in the gas phase in a non-equilibrium geometry, with properties calculated with ωB97M-V with the def2-TZVPD basis set.

```
! RIJCOSX wB97M-V def2-TZVPD def2/J DEFGRID3
* xyz 0 1
C -0.33 -2.00 -0.38
C 0.04 -0.49 -0.66
C 0.19 0.39 0.55
C 0.58 1.82 0.15
O -0.93 0.45 1.42
H -1.07 -2.28 -1.14
H 0.54 -2.58 -0.68
H -0.64 -2.34 0.60
H -0.72 -0.09 -1.31
H 1.02 -0.59 -1.11
H 0.97 0.01 1.22
H 1.51 1.89 -0.41
H 0.63 2.47 1.02
H -0.25 2.20 -0.46
H -1.54 1.14 1.20
*
```

Values from the calculation:
LUMO energy (eV): 1.0791
Largest force on an atom (eV/Å): 1.9
Orbital gap (eV): 11.35
E (eV): -6357.225
E_HOMO (Eh): -0.37761
Relative energy (zero: lowest compared OMol25 entry of this formula, charge and spin) (kJ/mol): 55.71
SMILES string: CC[C@@H](C)O

List of natural (NBO) charges in e, atom by atom: number 1, C, carries -0.613; number 2, C, carries -0.420; number 3, C, carries 0.102; number 4, C, carries -0.629; number 5, O, carries -0.725; number 6, H, carries 0.206; number 7, H, carries 0.198; number 8, H, carries 0.221; number 9, H, carries 0.198; number 10, H, carries 0.209; number 11, H, carries 0.168; number 12, H, carries 0.216; number 13, H, carries 0.215; number 14, H, carries 0.192; number 15, H, carries 0.463

***

Entry 2:
Below is C8H7N3O4 in the gas phase, with properties calculated with ωB97M-V with the def2-TZVPD basis set.

```
! RIJCOSX wB97M-V def2-TZVPD def2/J DEFGRID3
* xyz 0 1
C -0.70 -1.63 2.60
C 0.68 -1.57 2.47
C -1.50 -1.07 1.62
C 1.25 -0.93 1.39
C -0.95 -0.44 0.52
C 0.44 -0.33 0.41
C -1.81 0.16 -0.55
C 0.69 1.17 -1.62
N 1.09 0.33 -0.61
N -0.49 1.74 -1.80
N 1.78 1.51 -2.51
O -0.84 2.45 -2.73
O 1.59 2.25 -3.44
O -1.46 1.52 -0.81
O 2.85 1.00 -2.22
H -1.15 -2.11 3.45
H 1.31 -2.02 3.22
H -2.58 -1.12 1.70
H 2.32 -0.88 1.29
H -2.86 0.20 -0.23
H -1.75 -0.42 -1.48
H 2.10 0.20 -0.67
*
```

Values from the calculation:
LUMO energy (alpha / beta) (eV): -0.8280 / -0.8294
Largest force on an atom (eV/Å): 1.0
Orbital gap (alpha / beta) (eV): 7.38 / 7.38
E (eV): -21062.944
E_HOMO (alpha / beta) (Eh): -0.30158 / -0.30167
Relative energy (zero: lowest compared OMol25 entry of this formula, charge and spin) (kJ/mol): 39.66

List of natural (NBO) charges in e, atom by atom: number 1, C, carries -0.235; number 2, C, carries -0.183; number 3, C, carries -0.197; number 4, C, carries -0.230; number 5, C, carries -0.041; number 6, C, carries 0.148; number 7, C, carries -0.121; number 8, C, carries 0.322; number 9, N, carries -0.595; number 10, N, carries 0.360; number 11, N, carries 0.503; number 12, O, carries -0.380; number 13, O, carries -0.301; number 14, O, carries -0.358; number 15, O, carries -0.423; number 16, H, carries 0.219; number 17, H, carries 0.220; number 18, H, carries 0.214; number 19, H, carries 0.213; number 20, H, carries 0.218; number 21, H, carries 0.200; number 22, H, carries 0.447

***

Entry 3:
Below is C9H14N4O3 in the gas phase in a non-equilibrium geometry, with properties calculated with ωB97M-V with the def2-TZVPD basis set.

```
! RIJCOSX wB97M-V def2-TZVPD def2/J DEFGRID3
* xyz 0 1
C -5.91 -0.66 -0.18
C -4.53 -0.13 -0.07
C -3.41 -0.60 0.55
C -2.43 0.39 0.27
C -1.02 0.40 0.71
O -0.50 -0.54 1.30
N -0.40 1.54 0.35
N 0.92 1.88 0.67
C 2.08 1.24 0.22
O 3.09 1.91 0.11
N 1.94 -0.07 -0.03
C 3.07 -0.94 -0.35
C 4.07 -0.99 0.81
C 3.74 -0.47 -1.64
N -2.95 1.35 -0.46
O -4.24 1.03 -0.68
H -6.60 -0.03 0.39
H -5.95 -1.67 0.22
H -6.24 -0.66 -1.22
H -3.28 -1.49 1.12
H -0.92 2.18 -0.23
H 1.05 2.87 0.81
H 1.15 -0.52 0.43
H 2.64 -1.93 -0.51
H 4.87 -1.68 0.58
H 3.57 -1.32 1.72
H 4.49 0.00 0.97
H 4.16 0.52 -1.50
H 4.54 -1.16 -1.91
H 3.02 -0.44 -2.45
*
```

Values from the calculation:
LUMO energy (eV): 0.4742
Largest force on an atom (eV/Å): 1.2
Orbital gap (eV): 9.76
E (eV): -21662.295
E_HOMO (Eh): -0.34117
Relative energy (zero: lowest compared OMol25 entry of this formula, charge and spin) (kJ/mol): 232.09
SMILES string: Cc1cc(C(=O)NNC(=O)NC(C)C)no1

List of natural (NBO) charges in e, atom by atom: number 1, C, carries -0.662; number 2, C, carries 0.333; number 3, C, carries -0.331; number 4, C, carries 0.049; number 5, C, carries 0.629; number 6, O, carries -0.619; number 7, N, carries -0.423; number 8, N, carries -0.483; number 9, C, carries 0.779; number 10, O, carries -0.654; number 11, N, carries -0.651; number 12, C, carries -0.032; number 13, C, carries -0.624; number 14, C, carries -0.620; number 15, N, carries -0.132; number 16, O, carries -0.255; number 17, H, carries 0.238; number 18, H, carries 0.237; number 19, H, carries 0.239; number 20, H, carries 0.251; number 21, H, carries 0.414; number 22, H, carries 0.401; number 23, H, carries 0.430; number 24, H, carries 0.194; number 25, H, carries 0.207; number 26, H, carries 0.208; number 27, H, carries 0.230; number 28, H, carries 0.235; number 29, H, carries 0.205; number 30, H, carries 0.208

***

Entry 4:
Below is 2 unconnected molecules or ions with the total composition C9H14 in a non-equilibrium geometry, with properties calculated with ωB97M-V with the def2-TZVPD basis set.

```
! RIJCOSX wB97M-V def2-TZVPD def2/J DEFGRID3
* xyz 0 1
C -1.36 1.53 -0.72
C -0.14 1.26 0.06
C 0.94 0.47 -0.33
C 1.89 0.03 0.61
C 1.82 0.48 1.89
C 0.79 1.41 2.29
C 0.04 1.94 1.29
H -1.24 1.66 -1.81
H -1.66 2.54 -0.45
H -2.15 0.88 -0.47
H 0.82 0.14 -1.45
H 2.66 -0.69 0.36
H 2.32 -0.01 2.71
H 0.99 1.73 3.30
H -0.60 2.78 1.51
C -2.07 -2.99 -1.60
C -0.71 -2.75 -2.24
H -2.00 -3.54 -0.56
H -2.55 -2.09 -1.24
H -2.77 -3.65 -2.31
H -0.22 -1.87 -1.75
H -0.76 -2.58 -3.35
H -0.02 -3.56 -2.03
*
```

Values from the calculation:
LUMO energy (eV): 1.0095
Largest force on an atom (eV/Å): 3.9
Orbital gap (eV): 9.91
E (eV): -9558.648
E_HOMO (Eh): -0.32716
Relative energy (zero: lowest compared OMol25 entry of this formula, charge and spin) (kJ/mol): 147.93
SMILES string: Cc1ccccc1.CC

List of natural (NBO) charges in e, atom by atom: number 1, C, carries -0.637; number 2, C, carries -0.009; number 3, C, carries -0.212; number 4, C, carries -0.226; number 5, C, carries -0.215; number 6, C, carries -0.216; number 7, C, carries -0.207; number 8, H, carries 0.220; number 9, H, carries 0.217; number 10, H, carries 0.226; number 11, H, carries 0.215; number 12, H, carries 0.217; number 13, H, carries 0.207; number 14, H, carries 0.218; number 15, H, carries 0.202; number 16, C, carries -0.614; number 17, C, carries -0.623; number 18, H, carries 0.205; number 19, H, carries 0.207; number 20, H, carries 0.204; number 21, H, carries 0.205; number 22, H, carries 0.207; number 23, H, carries 0.208

***

Entry 5:
Below is 2 unconnected molecules or ions with the total composition C7H17N2Si in a non-equilibrium geometry, with properties calculated with ωB97M-V with the def2-TZVPD basis set.

```
! RIJCOSX wB97M-V def2-TZVPD def2/J DEFGRID3
* xyz 1 1
C 0.85 -2.05 1.70
C 0.40 -1.51 0.40
C 0.62 -3.33 1.98
C 0.87 1.63 1.79
C -0.93 -1.08 -2.44
C 1.09 1.36 -2.19
C -1.75 1.47 -0.75
N 0.41 -0.26 0.11
N -0.07 1.78 2.63
Si -0.30 0.36 -1.41
H 1.40 -1.36 2.43
H 0.23 -2.38 -0.27
H 0.18 -3.95 1.21
H 0.77 -3.61 3.02
H 1.95 1.33 2.24
H 0.76 2.38 0.94
H -1.39 -1.76 -1.83
H -1.73 -0.46 -3.02
H -0.24 -1.49 -3.19
H 0.82 2.28 -2.48
H 1.93 1.48 -1.68
H 1.41 0.76 -3.18
H -2.35 0.75 -0.19
H -1.36 2.26 -0.19
H -2.43 2.02 -1.33
H -0.94 2.11 2.21
H -0.18 1.26 3.47
*
```

Values from the calculation:
LUMO energy (eV): -4.3400
Largest force on an atom (eV/Å): 6.5
Orbital gap (eV): 8.67
E (eV): -18384.022
E_HOMO (Eh): -0.47822
Relative energy (zero: lowest compared OMol25 entry of this formula, charge and spin) (kJ/mol): 161.41

List of natural (NBO) charges in e, atom by atom: number 1, C, carries -0.279; number 2, C, carries 0.151; number 3, C, carries -0.291; number 4, C, carries 0.129; number 5, C, carries -1.111; number 6, C, carries -1.100; number 7, C, carries -1.093; number 8, N, carries -0.841; number 9, N, carries -0.641; number 10, Si, carries 1.729; number 11, H, carries 0.198; number 12, H, carries 0.178; number 13, H, carries 0.211; number 14, H, carries 0.227; number 15, H, carries 0.264; number 16, H, carries 0.242; number 17, H, carries 0.233; number 18, H, carries 0.252; number 19, H, carries 0.263; number 20, H, carries 0.238; number 21, H, carries 0.234; number 22, H, carries 0.252; number 23, H, carries 0.237; number 24, H, carries 0.203; number 25, H, carries 0.262; number 26, H, carries 0.427; number 27, H, carries 0.427

***

Entry 6:
Below is a molecular structure, C25H59Li2N2O9 in a non-equilibrium geometry, with properties calculated with ωB97M-V with the def2-TZVPD basis set.

```
! RIJCOSX wB97M-V def2-TZVPD def2/J DEFGRID3
* xyz 2 2
Li 2.02 -20.91 21.92
Li 2.63 -23.66 22.27
C 0.05 -23.40 20.76
O 1.02 -22.62 21.41
H 0.50 -24.38 20.63
H -0.87 -23.53 21.33
H -0.08 -22.95 19.78
C 2.51 -19.03 19.07
C 3.40 -19.63 17.93
O 2.75 -20.16 16.87
O 2.00 -19.93 20.11
H 1.76 -18.33 18.70
H 3.27 -18.39 19.53
H 3.96 -20.38 18.50
H 4.21 -18.99 17.59
H 1.90 -20.46 17.18
H 1.63 -20.64 19.58
C -0.32 -21.80 16.15
C 0.38 -21.29 14.89
O 1.76 -21.72 14.63
O 0.31 -21.47 17.41
H -0.30 -22.88 16.23
H -1.38 -21.56 16.05
H 0.39 -20.20 14.89
H -0.28 -21.59 14.07
H 2.26 -21.80 15.44
H -0.23 -21.86 18.11
C -1.77 -21.71 23.63
C -1.97 -20.73 24.90
O -0.66 -20.53 25.40
O -1.23 -21.05 22.50
H -2.72 -22.23 23.46
H -1.02 -22.42 23.97
H -2.69 -21.03 25.67
H -2.34 -19.77 24.54
H -0.79 -20.15 26.27
H -0.63 -21.66 22.07
C -3.04 -30.09 21.59
C -1.89 -29.38 20.72
C -2.22 -27.87 20.50
C -2.05 -26.86 21.65
C -0.65 -26.92 22.14
C -0.15 -28.40 22.43
N -0.53 -29.42 21.38
O -0.20 -30.74 21.66
C 1.45 -28.45 22.38
C -0.75 -28.69 23.85
C -1.80 -30.10 19.35
H -3.06 -31.18 21.59
H -4.04 -29.84 21.22
H -2.88 -29.66 22.58
H -1.57 -27.43 19.75
H -3.27 -27.78 20.22
H -2.55 -27.21 22.56
H -2.35 -25.82 21.50
H -0.67 -26.33 23.06
H -0.03 -26.28 21.51
H 1.85 -28.48 21.37
H 1.97 -27.63 22.87
H 1.87 -29.40 22.73
H -1.71 -28.27 24.17
H -0.92 -29.75 24.05
H -0.10 -28.37 24.66
H -2.41 -29.72 18.53
H -2.00 -31.17 19.42
H -0.83 -29.92 18.89
H -0.97 -30.98 22.17
C 1.87 -24.96 16.94
C 0.65 -25.92 16.75
C -0.48 -25.43 17.73
C -1.94 -25.82 17.40
C -2.22 -25.24 15.96
C -1.26 -25.81 14.82
N 0.14 -25.73 15.30
O 1.07 -26.08 14.39
C -1.69 -27.21 14.35
C -1.43 -24.83 13.65
C 0.85 -27.46 16.94
H 2.81 -25.39 16.59
H 2.01 -24.71 18.00
H 1.69 -24.01 16.45
H -0.37 -25.83 18.74
H -0.49 -24.34 17.80
H -2.69 -25.47 18.10
H -2.12 -26.90 17.36
H -2.17 -24.15 15.93
H -3.27 -25.47 15.80
H -1.78 -27.85 15.23
H -2.74 -27.22 14.05
H -1.00 -27.55 13.58
H -1.11 -25.09 12.64
H -2.44 -24.62 13.30
H -1.01 -23.85 13.86
H 1.69 -27.89 16.40
H -0.10 -27.98 16.83
H 1.00 -27.54 18.02
H 0.86 -27.00 14.22
*
```

Values from the calculation:
LUMO energy (alpha / beta) (eV): -6.5425 / -8.2242
Largest force on an atom (eV/Å): 3.3
Orbital gap (alpha / beta) (eV): 5.81 / 4.13
E (eV): -48678.598
E_HOMO (alpha / beta) (Eh): -0.45393 / -0.45392

List of Löwdin charges in e, atom by atom: number 1, Li, carries 0.797; number 2, Li, carries 0.842; number 3, C, carries -0.267; number 4, O, carries -0.555; number 5, H, carries 0.044; number 6, H, carries 0.081; number 7, H, carries 0.054; number 8, C, carries -0.153; number 9, C, carries -0.264; number 10, O, carries -0.034; number 11, O, carries -0.147; number 12, H, carries 0.134; number 13, H, carries 0.119; number 14, H, carries 0.112; number 15, H, carries 0.137; number 16, H, carries 0.041; number 17, H, carries 0.050; number 18, C, carries -0.212; number 19, C, carries -0.179; number 20, O, carries -0.058; number 21, O, carries -0.080; number 22, H, carries 0.070; number 23, H, carries 0.132; number 24, H, carries 0.127; number 25, H, carries 0.114; number 26, H, carries 0.046; number 27, H, carries 0.068; number 28, C, carries -0.215; number 29, C, carries -0.204; number 30, O, carries -0.085; number 31, O, carries -0.076; number 32, H, carries 0.110; number 33, H, carries 0.105; number 34, H, carries 0.118; number 35, H, carries 0.112; number 36, H, carries 0.087; number 37, H, carries -0.004; number 38, C, carries -0.003; number 39, C, carries -0.434; number 40, C, carries -0.120; number 41, C, carries -0.189; number 42, C, carries -0.180; number 43, C, carries -0.383; number 44, N, carries -0.148; number 45, O, carries 0.013; number 46, C, carries -0.025; number 47, C, carries -0.035; number 48, C, carries -0.033; number 49, H, carries 0.083; number 50, H, carries 0.088; number 51, H, carries 0.066; number 52, H, carries 0.084; number 53, H, carries 0.119; number 54, H, carries 0.102; number 55, H, carries 0.112; number 56, H, carries 0.116; number 57, H, carries 0.076; number 58, H, carries 0.066; number 59, H, carries 0.061; number 60, H, carries 0.077; number 61, H, carries 0.075; number 62, H, carries 0.077; number 63, H, carries 0.084; number 64, H, carries 0.071; number 65, H, carries 0.084; number 66, H, carries 0.070; number 67, H, carries 0.074; number 68, C, carries 0.019; number 69, C, carries -0.361; number 70, C, carries -0.134; number 71, C, carries -0.142; number 72, C, carries -0.090; number 73, C, carries -0.435; number 74, N, carries 0.076; number 75, O, carries 0.129; number 76, C, carries 0.017; number 77, C, carries -0.018; number 78, C, carries 0.032; number 79, H, carries 0.097; number 80, H, carries 0.088; number 81, H, carries 0.072; number 82, H, carries 0.099; number 83, H, carries 0.090; number 84, H, carries 0.123; number 85, H, carries 0.095; number 86, H, carries 0.100; number 87, H, carries 0.129; number 88, H, carries 0.081; number 89, H, carries 0.115; number 90, H, carries 0.099; number 91, H, carries 0.101; number 92, H, carries 0.110; number 93, H, carries 0.076; number 94, H, carries 0.102; number 95, H, carries 0.078; number 96, H, carries 0.098; number 97, H, carries 0.131